# 1
C35H39N4O5PTi as an isolated structure in a non-equilibrium geometry. Source: the Open Molecules 2025 dataset; level of theory: ωB97M-V/def2-TZVPD.

Total energy   -3142.91778 Eh
Energy relative to the best compared isomer or geometry (same formula, charge and spin)   14.9 kJ/mol
HOMO-LUMO gap (spin up / spin down)   6.076 / 6.061 eV
Net charge   +2

Each line ends with the Mulliken charge.
Geometry (Å):
Ti 0.139 0.844 -0.273  -0.843
O -1.307 -0.568 -3.964  -0.536
C -0.629 -0.235 -2.883  0.148
O -1.122 0.421 -1.941  -0.447
C 0.710 -0.701 -2.697  -0.372
C 1.531 -1.400 -3.542  -0.726
C 2.781 -1.862 -3.093  -1.237
C 3.100 -1.692 -1.762  -0.676
C 2.257 -0.988 -0.906  0.923
N 1.101 -0.369 -1.395  2.889
C 2.294 -0.795 0.493  -0.287
O 3.191 -1.249 1.353  -0.527
O 1.329 -0.128 0.977  -1.020
H -2.203 -0.198 -3.919  0.459
H 1.195 -1.622 -4.547  0.623
H 3.438 -2.403 -3.756  0.509
H 4.014 -2.135 -1.384  0.480
H 3.853 -1.806 0.920  0.393
N -0.739 2.203 1.382  -0.521
C -0.796 3.644 1.760  -0.869
C -1.009 4.564 0.571  -1.007
C 0.263 4.770 -0.264  0.033
C 0.248 4.185 -1.661  -1.203
N -0.191 2.763 -1.733  -0.324
H -1.697 1.870 1.258  0.265
H -0.448 1.670 2.205  0.268
H 0.144 3.893 2.255  0.460
H -1.589 3.775 2.499  0.480
H -1.365 5.520 0.953  0.436
H -1.839 4.183 -0.037  0.400
H 1.110 4.363 0.283  -0.101
H 0.470 5.836 -0.367  0.503
H 1.251 4.241 -2.083  0.427
H -0.401 4.775 -2.314  0.500
H 0.053 2.412 -2.657  0.150
H -1.211 2.741 -1.753  0.382
O -1.410 -0.200 0.612  1.182
P -1.822 -1.652 0.862  1.269
C -0.618 -2.814 0.230  0.812
C 0.471 -3.219 1.005  -0.748
C 1.411 -4.092 0.480  -0.844
C 1.282 -4.552 -0.825  -0.675
C 0.213 -4.139 -1.609  -0.846
C -0.737 -3.277 -1.083  -0.853
C -3.354 -1.954 -0.001  0.374
C -4.003 -0.905 -0.649  -0.141
C -5.210 -1.135 -1.296  -0.968
C -5.765 -2.406 -1.299  -0.565
C -5.120 -3.454 -0.652  -0.811
C -3.920 -3.230 -0.002  -0.108
C -2.049 -1.949 2.602  0.863
C -2.311 -0.871 3.448  -0.505
C -2.589 -1.092 4.787  -0.856
C -2.618 -2.387 5.284  -0.548
C -2.371 -3.465 4.446  -0.820
C -2.088 -3.250 3.107  -0.416
H 0.580 -2.866 2.023  0.475
H 2.233 -4.430 1.097  0.555
H 2.006 -5.249 -1.227  0.470
H 0.105 -4.511 -2.619  0.517
H -1.592 -2.995 -1.686  0.546
H -3.567 0.084 -0.641  0.267
H -5.725 -0.321 -1.789  0.478
H -6.707 -2.583 -1.800  0.422
H -5.558 -4.443 -0.652  0.451
H -3.427 -4.055 0.499  0.346
H -2.311 0.139 3.059  0.267
H -2.793 -0.256 5.443  0.453
H -2.840 -2.558 6.329  0.428
H -2.398 -4.473 4.835  0.445
H -1.894 -4.098 2.463  0.373
C 6.001 3.869 -0.161  -1.536
C 4.641 3.239 -0.179  0.840
C 3.884 3.074 0.977  -1.149
C 2.642 2.478 0.903  -0.878
N 2.095 2.056 -0.244  1.899
C 2.835 2.185 -1.353  -0.452
C 4.084 2.769 -1.366  -0.986
H 6.239 4.288 0.813  0.381
H 6.065 4.663 -0.905  0.388
H 6.759 3.127 -0.412  0.338
H 4.256 3.402 1.938  0.437
H 2.058 2.327 1.803  0.529
H 2.395 1.809 -2.269  0.359
H 4.619 2.849 -2.303  0.509

# 2
C35H40ClMnN3O6P2SSi as an isolated structure in a non-equilibrium geometry. Source: the Open Molecules 2025 dataset; level of theory: ωB97M-V/def2-TZVPD.

Spin multiplicity   6
Total energy   -4954.87761 Eh
HOMO-LUMO gap (spin up / spin down)   7.652 / 7.440 eV

Each line ends with the Löwdin spin population.
Geometry (Å):
Mn -0.368 1.674 0.530  4.678
C -0.816 -0.136 3.931  0.001
N -0.375 -0.704 2.638  0.010
P 1.036 0.143 2.015  0.027
C 2.022 -1.251 1.364  0.003
C 2.003 -2.521 1.927  0.001
C 2.833 -3.511 1.436  0.000
C 3.674 -3.245 0.369  0.000
C 3.693 -1.982 -0.199  0.000
C 2.879 -0.984 0.305  0.000
C 2.046 0.425 3.526  0.007
C 2.309 -0.572 4.462  0.001
C 3.143 -0.322 5.535  0.000
C 3.736 0.923 5.681  0.000
C 3.480 1.918 4.755  0.000
C 2.632 1.675 3.686  0.001
P -1.671 -0.459 1.470  0.035
C -2.935 -1.562 2.223  0.014
C -4.271 -1.371 1.899  0.001
C -5.228 -2.255 2.366  0.000
C -4.860 -3.325 3.162  0.000
C -3.526 -3.521 3.481  0.001
C -2.564 -2.652 3.006  0.002
C -1.386 -1.651 0.098  0.002
C -0.620 -2.805 0.142  0.000
C -0.533 -3.625 -0.970  0.000
C -1.243 -3.324 -2.119  0.000
C -2.064 -2.208 -2.146  0.000
C -2.127 -1.372 -1.049  0.000
H -0.172 -0.503 4.729  0.000
H -1.836 -0.459 4.135  0.000
H -0.802 0.956 3.926  0.000
H 1.324 -2.733 2.739  0.000
H 2.816 -4.495 1.883  0.000
H 4.312 -4.024 -0.023  0.000
H 4.340 -1.775 -1.037  0.000
H 2.883 0.004 -0.132  0.000
H 1.869 -1.551 4.356  0.000
H 3.335 -1.103 6.258  0.000
H 4.400 1.108 6.512  0.000
H 3.942 2.888 4.860  0.000
H 2.438 2.457 2.968  0.000
H -4.557 -0.530 1.282  0.000
H -6.266 -2.112 2.110  0.000
H -5.610 -4.008 3.534  0.000
H -3.241 -4.360 4.099  0.000
H -1.522 -2.810 3.244  0.000
H -0.083 -3.070 1.036  0.000
H 0.102 -4.499 -0.938  0.000
H -1.170 -3.958 -2.990  0.000
H -2.639 -1.974 -3.029  0.000
H -2.741 -0.479 -1.076  0.000
C -1.680 -1.036 -5.885  0.000
Si -0.278 0.008 -5.100  0.001
C 0.395 1.219 -6.422  0.000
C 1.102 -1.179 -4.573  0.003
C -1.112 1.054 -3.746  0.001
C -2.204 1.832 -4.098  0.003
C -2.888 2.598 -3.155  0.001
C -2.466 2.539 -1.840  0.006
N -1.427 1.800 -1.468  0.028
C -0.735 1.099 -2.393  0.010
S 0.655 0.335 -1.739  0.047
H -1.416 -1.321 -6.899  0.000
H -2.629 -0.508 -5.925  0.000
H -1.835 -1.948 -5.317  0.000
H 0.816 0.667 -7.258  0.000
H 1.179 1.854 -6.022  0.000
H -0.379 1.869 -6.819  0.000
H 1.367 -1.824 -5.404  0.000
H 0.789 -1.803 -3.743  0.001
H 1.993 -0.653 -4.254  0.001
H -2.521 1.855 -5.133  0.000
H -3.730 3.214 -3.433  0.000
H -2.957 3.100 -1.054  0.000
N 2.597 4.238 -2.242  0.000
C 2.931 4.742 -0.916  0.001
C 2.372 3.771 0.119  0.002
O 2.761 3.679 1.246  0.001
O 1.391 3.013 -0.372  0.026
H 3.234 3.495 -2.519  0.000
H 2.649 4.971 -2.936  0.000
H 1.290 3.241 -1.332  0.000
H 2.403 5.689 -0.763  0.000
H 4.000 4.904 -0.716  0.000
O -2.963 3.781 2.019  0.003
Cl -1.555 3.853 2.042  0.005
O -1.030 2.603 2.553  0.037
O -1.093 4.919 2.831  0.006
O -1.051 3.967 0.694  0.028

# 3
C35H40N5O2P2PdSi2 as an isolated structure. Source: the Open Molecules 2025 dataset; level of theory: ωB97M-V/def2-TZVPD.

Total energy   -3171.64104 Eh
Energy relative to the best compared isomer or geometry (same formula, charge and spin)   0.0 kJ/mol
HOMO-LUMO gap   7.132 eV
Net charge   -1

Each line ends with the Mulliken charge.
Geometry (Å):
Pd -1.065 -0.880 -0.674  -1.276
C -4.776 -1.050 1.057  -0.978
Si -3.230 -0.877 2.097  -0.518
C -3.574 0.305 3.517  -0.990
C -2.791 -2.547 2.821  -0.996
N -1.955 -0.284 1.116  0.832
P -0.877 0.886 1.325  2.858
C 0.143 0.597 0.014  -0.075
P 1.168 0.450 -1.313  2.223
N 0.454 -0.765 -2.080  1.014
Si 0.629 -1.401 -3.661  -0.496
C -0.104 -3.122 -3.684  -1.134
C -0.263 -0.321 -4.902  -1.000
C 2.443 -1.495 -4.136  -0.966
C 2.868 0.089 -0.802  0.491
C 3.138 -1.245 -0.493  -0.544
C 4.351 -1.601 0.072  -0.674
C 5.305 -0.625 0.329  -0.667
C 5.037 0.705 0.041  -0.689
C 3.817 1.066 -0.514  -0.565
C 1.240 1.925 -2.373  0.199
C 2.314 2.281 -3.181  -0.304
C 2.206 3.356 -4.053  -0.902
C 1.020 4.071 -4.128  -0.508
C -0.066 3.703 -3.342  -0.860
C 0.036 2.630 -2.472  -0.562
C -0.021 0.756 2.919  0.157
C -0.238 1.551 4.038  -0.312
C 0.432 1.278 5.223  -0.758
C 1.306 0.204 5.299  -0.607
C 1.513 -0.613 4.193  -0.731
C 0.857 -0.334 3.005  -0.514
C -1.610 2.545 1.248  0.238
C -0.960 3.691 1.693  -0.464
C -1.516 4.942 1.465  -0.813
C -2.718 5.053 0.781  -0.524
C -3.355 3.913 0.307  -0.818
C -2.803 2.661 0.531  -0.544
H -5.597 -1.488 1.631  0.378
H -4.581 -1.687 0.191  0.251
H -5.101 -0.081 0.671  0.277
H -4.506 0.005 4.005  0.457
H -3.693 1.336 3.176  0.288
H -2.779 0.279 4.265  0.269
H -3.600 -2.938 3.445  0.461
H -1.885 -2.484 3.429  0.243
H -2.601 -3.282 2.036  0.190
H -1.166 -3.080 -3.426  0.188
H 0.409 -3.775 -2.973  0.334
H -0.023 -3.580 -4.673  0.429
H -1.259 -0.094 -4.513  0.295
H -0.361 -0.808 -5.877  0.412
H 0.260 0.629 -5.043  0.226
H 3.000 -2.187 -3.500  0.278
H 2.929 -0.519 -4.073  0.252
H 2.523 -1.839 -5.172  0.449
H 2.371 -1.992 -0.659  0.220
H 4.533 -2.632 0.346  0.394
H 6.253 -0.901 0.776  0.386
H 5.774 1.468 0.261  0.418
H 3.604 2.111 -0.705  0.447
H 3.240 1.717 -3.143  0.431
H 3.048 3.631 -4.676  0.410
H 0.938 4.910 -4.808  0.369
H -1.000 4.245 -3.418  0.453
H -0.819 2.289 -1.893  0.453
H -0.948 2.370 4.002  0.505
H 0.261 1.902 6.092  0.410
H 1.820 -0.008 6.229  0.376
H 2.171 -1.470 4.241  0.544
H 1.006 -0.975 2.144  -0.260
H -0.011 3.616 2.212  0.512
H -1.007 5.830 1.820  0.414
H -3.152 6.030 0.606  0.399
H -4.278 3.999 -0.253  0.423
H -3.247 1.766 0.107  0.375
N -1.208 -4.332 -0.314  -0.636
C -0.128 -3.749 0.431  0.097
O 0.081 -2.516 0.398  0.306
C 0.671 -4.622 1.178  0.360
C 1.730 -4.063 1.941  0.112
N 2.585 -3.587 2.554  -0.744
C 0.470 -6.026 1.217  -0.157
N 0.338 -7.170 1.276  -0.646
H -1.161 -3.976 -1.264  0.235
H -2.084 -3.991 0.070  0.304
O -2.175 0.221 -1.651  -0.813

Among the records above, which one has the highest total energy? C35H39N4O5PTi